Density functional theory data (ωB97M-V with the def2-TZVPD basis set) for a structure of composition C16H21F3NO3PRhS2.

Cartesian coordinates (Å):
Rh (0.48523, 1.10820, -1.08974)
C (4.14242, 5.75260, -1.18665)
C (2.73821, 5.30974, -1.51294)
O (2.69235, 3.86196, -1.62002)
P (1.95974, 2.98707, -0.51502)
S (0.88295, 1.12932, -3.25738)
S (0.03611, 3.47069, -0.25530)
O (2.83953, 3.35465, 0.78376)
C (2.50539, 2.74866, 2.05246)
C (3.17995, 3.54365, 3.13956)
H (4.18350, 6.84237, -1.12566)
H (4.84065, 5.42665, -1.95770)
H (4.46012, 5.34081, -0.22929)
H (2.40252, 5.68836, -2.47654)
H (2.02188, 5.63265, -0.75505)
H (2.84960, 1.71319, 2.03839)
H (1.42076, 2.75155, 2.17052)
H (4.25906, 3.57380, 2.98661)
H (2.98584, 3.08506, 4.11069)
H (2.79967, 4.56520, 3.15861)
C (-4.54674, 1.18541, -1.00535)
N (-3.77792, 0.24743, -0.19606)
C (-4.42196, -0.69933, 0.70892)
C (-2.45084, 0.24280, -0.31764)
O (-1.84431, 0.98257, -1.09250)
H (-5.59914, 1.07291, -0.76059)
H (-4.40064, 0.99115, -2.06724)
H (-4.23432, 2.20884, -0.80487)
H (-5.46900, -0.42762, 0.81052)
H (-3.96992, -0.66379, 1.69914)
H (-4.37469, -1.72013, 0.32722)
H (-1.91915, -0.47726, 0.31684)
F (-2.17193, -7.70736, 0.63396)
C (-1.06719, -7.47012, -0.09661)
F (-1.30948, -7.91823, -1.34582)
F (-0.08083, -8.24005, 0.40679)
C (-0.68809, -6.01479, -0.09694)
C (0.41763, -5.61330, -0.83812)
C (0.78360, -4.28087, -0.86730)
C (0.04948, -3.33039, -0.15070)
C (-1.04842, -3.75029, 0.59593)
C (-1.41929, -5.08679, 0.62256)
C (0.40608, -1.93572, -0.20286)
C (0.71739, -0.75575, -0.25505)
H (0.98717, -6.34431, -1.39801)
H (1.63438, -3.95624, -1.45068)
H (-1.61239, -3.02093, 1.16300)
H (-2.27498, -5.40400, 1.20214)

Cartesian forces (eV/Å) of the 6 atoms listed first:
0.168 -0.329 -0.238
0.066 0.075 0.031
-0.037 -0.136 0.000
-0.008 0.198 0.004
0.116 -0.162 -0.240
-0.047 0.017 0.190

HOMO energy (alpha / beta)	-7.400 / -8.399	eV
multiplicity	6
Kohn-Sham gap (alpha / beta)	7.8 / 6.5	eV
total charge	0



Density functional theory data (ωB97M-V with the def2-TZVPD basis set) for a structure of composition C16H21FN2O3 at a distorted geometry.

Cartesian coordinates (Å):
C (1.38920, 1.65418, -5.77276)
C (-0.05908, 1.50456, -5.96813)
H (-0.48206, 2.33904, -6.36100)
H (-0.26387, 0.67080, -6.51686)
O (-0.64970, 1.47828, -4.53754)
C (-0.63921, -0.00568, -4.01492)
O (-0.22700, -0.96784, -4.59064)
N (-1.04540, -0.10372, -2.84732)
C (-1.53019, 0.95808, -1.99092)
H (-1.66275, 1.87653, -2.66282)
H (-2.50130, 0.51962, -1.66234)
C (-0.54940, 1.05448, -0.73506)
N (-0.68606, 0.01640, -0.11157)
C (-0.41207, -0.29422, 1.22619)
C (0.55329, -0.95328, 1.90367)
C (0.52180, -1.18237, 3.32838)
C (-0.30011, -0.20521, 4.04854)
C (-1.19193, 0.51735, 3.51934)
C (-1.11778, 0.55281, 2.00383)
F (-2.24794, 1.26709, 1.62314)
H (-1.68048, 1.21658, 4.14124)
C (-0.06762, -0.45147, 5.66370)
O (-0.85127, -0.79797, 6.28530)
C (1.14245, 0.23654, 6.12236)
H (1.38948, 1.52545, 5.96884)
H (1.40174, 0.16656, 7.03955)
H (1.96784, 0.24511, 5.49393)
C (1.76318, -2.15791, 3.79619)
H (1.54761, -3.04933, 3.34124)
H (1.29790, -2.33425, 4.84008)
H (2.74426, -1.68397, 3.80626)
H (1.17674, -1.58308, 1.32068)
C (-0.11955, -1.30919, -0.97075)
H (-0.22700, -2.09851, -0.33611)
C (-1.08910, -1.38352, -2.12271)
H (-0.52152, -2.33661, -2.90680)
H (-1.91490, -1.60775, -1.85323)
H (0.72210, -1.27262, -1.28628)
H (-1.03540, 1.81584, -0.18125)
H (0.34178, 1.16179, -1.09210)
H (1.49377, 2.47892, -5.11702)
H (1.82029, 0.57345, -5.23458)
H (1.79923, 1.94907, -6.59975)

Cartesian forces (eV/Å) of the 6 atoms listed first:
-0.868 -4.340 5.654
0.475 -0.282 4.794
-1.364 2.457 -1.261
-1.124 -2.438 -1.152
0.317 -4.220 -1.192
1.962 3.008 -5.024

HOMO energy	-8.218	eV
Kohn-Sham gap	8.8	eV
total charge	0



Density functional theory data (ωB97M-V with the def2-TZVPD basis set) for a structure of composition C16H21N3O2PdS at a distorted geometry.

Cartesian coordinates (Å):
N (3.64599, 1.34686, -0.36187)
C (4.49782, 0.62528, -0.69820)
C (5.58490, -0.23120, -1.14599)
H (6.54858, 0.26366, -1.01334)
H (5.47529, -0.45377, -2.21150)
H (5.61520, -1.16813, -0.58140)
N (-2.32655, -3.15386, -1.53400)
C (-2.99537, -3.93891, -2.06833)
C (-3.83250, -4.93890, -2.71179)
H (-3.53696, -5.06730, -3.76445)
H (-4.88766, -4.62721, -2.67689)
H (-3.72039, -5.89886, -2.18622)
N (-0.55042, 3.38825, 1.85200)
C (-1.53454, 3.56451, 2.45267)
C (-2.74732, 3.84796, 3.19947)
H (-3.17729, 2.93527, 3.62494)
H (-3.48224, 4.32195, 2.53938)
H (-2.54249, 4.53704, 4.02426)
Pd (-0.86258, -0.72896, -0.96951)
C (-1.94058, -0.57811, 0.66462)
O (-2.51181, -0.43891, 1.65226)
C (0.71670, -1.85656, -0.71336)
O (1.66775, -2.47170, -0.51809)
C (0.29865, 0.12647, -2.77609)
C (0.43369, 1.30484, -2.01367)
C (-0.69120, 1.85364, -1.43100)
C (-1.93328, 1.21519, -1.61472)
C (-2.10123, 0.31053, -2.68368)
C (-0.96853, -0.23983, -3.27331)
H (1.16321, -0.43959, -3.12603)
H (1.42672, 1.72920, -1.85544)
H (-0.62945, 2.73610, -0.79093)
H (-2.82158, 1.50442, -1.05073)
H (-3.10745, 0.00712, -2.96709)
H (-1.03285, -1.00167, -4.04879)
C (1.48843, -1.04709, 3.80393)
S (1.26632, 0.03462, 2.38988)
C (2.23987, 1.40264, 3.00261)
H (0.92798, -1.95802, 3.57808)
H (1.08629, -0.57586, 4.70442)
H (2.54754, -1.28408, 3.93339)
H (1.81005, 1.76324, 3.94296)
H (3.27266, 1.07449, 3.15996)
H (2.22058, 2.20525, 2.26162)

Cartesian forces (eV/Å) of the 6 atoms listed first:
-0.903 0.256 0.321
1.861 -0.858 -0.603
-1.169 -0.164 -0.062
0.397 0.377 0.143
0.041 0.192 -0.048
0.042 0.118 0.196

HOMO energy (alpha / beta)	-21.277 / -21.566	eV
multiplicity	5
Kohn-Sham gap (alpha / beta)	8.4 / 2.2	eV
total charge	+4



Short version: ΔE to the lowest compared entry with this formula, charge and spin = 0.00 339.74 0.00 kcal/mol, in the order given.